{"formula": "C25H50O2", "method": "the ωB97M-V functional and the def2-TZVPD basis", "symbols": ["C", "C", "C", "C", "C", "C", "C", "C", "C", "C", "C", "C", "C", "C", "C", "C", "C", "C", "C", "C", "C", "C", "C", "C", "C", "O", "O", "H", "H", "H", "H", "H", "H", "H", "H", "H", "H", "H", "H", "H", "H", "H", "H", "H", "H", "H", "H", "H", "H", "H", "H", "H", "H", "H", "H", "H", "H", "H", "H", "H", "H", "H", "H", "H", "H", "H", "H", "H", "H", "H", "H", "H", "H", "H", "H", "H", "H"], "coordinates": [[8.770504, -0.257899, 0.826653], [7.277642, -0.507254, 0.651600], [6.459405, 0.764767, 0.861392], [4.962702, 0.519742, 0.688498], [4.137183, 1.786168, 0.900773], [2.641703, 1.529004, 0.732838], [1.817470, 2.797035, 0.942685], [0.320469, 2.584302, 0.708290], [-0.039322, 2.498899, -0.774457], [-1.505362, 2.139266, -1.017237], [-2.488465, 3.175360, -0.474547], [-3.935005, 2.912696, -0.898616], [-4.436187, 1.539293, -0.454573], [-5.957036, 1.413454, -0.537272], [-6.440715, -0.020087, -0.306146], [-6.215024, -0.518754, 1.127965], [-5.797928, -1.990227, 1.197624], [-4.390975, -2.261989, 0.657286], [-3.279413, -1.759005, 1.579186], [-1.923390, -1.653987, 0.879003], [-1.316496, -3.009721, 0.524854], [-0.078505, -2.896083, -0.365448], [1.074700, -2.142128, 0.294102], [2.358505, -2.244700, -0.530025], [2.251158, -1.496542, -1.832213], [1.719726, -0.430472, -1.993556], [2.854234, -2.150668, -2.834176], [9.333757, -1.175544, 0.673070], [9.119605, 0.483273, 0.110926], [8.980326, 0.110233, 1.828660], [6.951281, -1.267517, 1.365460], [7.089641, -0.895215, -0.352466], [6.647822, 1.152855, 1.865265], [6.785255, 1.524927, 0.147577], [4.775510, 0.135980, -0.318002], [4.640762, -0.242959, 1.403209], [4.455123, 2.546283, 0.183452], [4.329001, 2.178361, 1.902914], [2.455727, 1.131074, -0.264981], [2.324625, 0.774381, 1.457617], [1.973506, 3.149976, 1.965852], [2.176117, 3.578242, 0.268524], [-0.222721, 3.416316, 1.160859], [0.003647, 1.667724, 1.212039], [0.577482, 1.736836, -1.252260], [0.183052, 3.457282, -1.250403], [-1.663069, 2.032763, -2.093382], [-1.704953, 1.172115, -0.554064], [-2.442251, 3.183861, 0.616206], [-2.192535, 4.166639, -0.827414], [-4.571516, 3.684564, -0.457661], [-4.020699, 2.997473, -1.984551], [-4.106681, 1.365620, 0.570930], [-3.984887, 0.769900, -1.082984], [-6.282411, 1.735337, -1.529926], [-6.421168, 2.079907, 0.193675], [-7.504669, -0.079479, -0.545923], [-5.920516, -0.671342, -1.010505], [-5.451338, 0.087762, 1.612575], [-7.133376, -0.388254, 1.704402], [-6.517220, -2.584235, 0.628338], [-5.845046, -2.324569, 2.236920], [-4.280276, -3.338212, 0.510442], [-4.280159, -1.786372, -0.318405], [-3.543223, -0.767103, 1.949279], [-3.194577, -2.418657, 2.445902], [-2.041232, -1.068408, -0.035756], [-1.235350, -1.113495, 1.532067], [-1.055452, -3.540196, 1.443944], [-2.059907, -3.609185, -0.003187], [-0.348840, -2.389592, -1.294707], [0.257402, -3.904481, -0.622576], [1.258458, -2.554352, 1.288192], [0.816482, -1.088271, 0.396595], [3.184898, -1.791697, 0.023829], [2.615791, -3.282414, -0.744027], [2.793743, -1.643198, -3.659246]], "atomic_forces_ev_per_a": [[-0.193, -0.174, -0.054], [0.152, 0.322, 0.081], [-0.203, -0.484, -0.119], [0.207, 0.477, 0.127], [-0.212, -0.451, -0.082], [0.200, 0.476, 0.018], [-0.207, -0.322, 0.095], [0.198, 0.279, -0.219], [-0.179, -0.239, 0.181], [0.134, 0.332, 0.062], [-0.110, -0.168, -0.254], [0.195, -0.102, 0.280], [-0.285, 0.324, -0.140], [0.140, -0.316, -0.079], [-0.044, 0.234, 0.141], [-0.035, -0.213, -0.126], [0.072, 0.098, -0.041], [-0.087, -0.022, 0.306], [0.061, 0.098, -0.310], [-0.066, -0.271, 0.251], [0.040, 0.251, -0.262], [-0.012, -0.041, 0.322], [0.005, -0.117, -0.337], [-0.173, 0.064, 0.141], [0.018, 0.101, -0.006], [-0.172, 0.146, 0.017], [0.333, -0.454, -0.360], [0.145, -0.036, 0.004], [0.092, 0.082, -0.056], [0.079, 0.049, 0.097], [-0.063, -0.063, -0.036], [-0.064, -0.071, -0.005], [0.040, 0.088, 0.037], [0.044, 0.096, 0.007], [-0.041, -0.096, -0.046], [-0.045, -0.099, -0.010], [0.039, 0.094, 0.001], [0.048, 0.086, 0.031], [-0.033, -0.107, -0.018], [-0.062, -0.110, 0.013], [0.067, 0.074, -0.004], [0.053, 0.100, -0.002], [-0.090, -0.051, 0.069], [-0.092, -0.073, 0.099], [0.087, 0.036, -0.063], [0.057, 0.055, -0.059], [-0.070, -0.100, -0.060], [-0.035, -0.133, -0.046], [0.011, 0.083, 0.071], [0.072, 0.075, 0.068], [-0.071, 0.030, -0.058], [-0.052, 0.048, -0.059], [0.100, -0.104, 0.085], [0.081, -0.134, 0.026], [-0.034, 0.102, -0.004], [-0.042, 0.098, -0.004], [-0.001, -0.091, -0.043], [-0.010, -0.049, -0.085], [0.016, 0.077, 0.096], [0.032, 0.081, 0.046], [-0.067, -0.052, 0.052], [-0.050, -0.102, 0.022], [0.031, 0.001, -0.116], [0.043, -0.023, -0.139], [-0.029, 0.029, 0.101], [-0.026, 0.012, 0.108], [0.025, 0.117, -0.057], [0.063, 0.105, -0.053], [-0.033, -0.088, 0.051], [-0.040, -0.087, 0.047], [-0.022, -0.021, -0.106], [0.037, -0.010, -0.085], [0.017, 0.045, 0.066], [0.022, 0.051, 0.121], [0.082, -0.016, -0.073], [0.044, 0.026, 0.065], [-0.130, 0.150, 0.271]], "nbo_charge": [-0.5996, -0.3871, -0.3878, -0.3887, -0.3732, -0.4117, -0.3728, -0.3958, -0.4025, -0.3828, -0.3985, -0.3729, -0.4062, -0.3854, -0.3959, -0.4029, -0.3855, -0.4018, -0.3932, -0.3939, -0.3904, -0.3942, -0.3997, -0.5082, 0.8042, -0.6136, -0.6848, 0.2065, 0.2001, 0.1999, 0.1913, 0.1921, 0.1925, 0.1930, 0.1899, 0.1879, 0.1924, 0.1899, 0.2161, 0.1861, 0.1936, 0.1916, 0.1981, 0.1890, 0.2219, 0.1881, 0.1968, 0.1926, 0.1925, 0.1974, 0.1959, 0.1916, 0.1913, 0.1953, 0.1990, 0.1934, 0.2036, 0.1910, 0.1927, 0.2055, 0.1987, 0.1993, 0.2021, 0.1926, 0.1986, 0.1960, 0.1949, 0.2003, 0.1926, 0.2017, 0.2011, 0.1968, 0.2036, 0.2222, 0.2451, 0.2249, 0.4960], "smiles": "CCCCCCCCCCCCCCCCCCCCCCCCC(=O)O", "relative_energy_kj_mol": 13.2, "orbital_gap_ev": 11.00, "energy_ha": -1133.1036}